Record 1
Molecular formula: C3H9NOS2
Method: DFT, wB97M-V/def2-TZVPD

Calculated values
Gap between HOMO and LUMO ... 8.834 eV
E_HOMO ... -8.2248 eV

Geometry as ORCA input:
```
! RIJCOSX wB97M-V def2-TZVPD def2/J DEFGRID3
* xyz 0 1
C -0.79086 -1.30997 1.48784
C 1.47120 1.18330 -0.61429
C 1.31293 0.85559 0.70619
N 0.72202 2.15640 -1.28885
O -1.46971 0.40216 -0.46474
S -2.02333 -2.44284 -0.86294
S -0.68808 -0.78932 -0.29975
H -0.23598 -0.58229 2.01883
H -1.86778 -1.32062 1.95153
H -0.29507 -2.29286 1.39250
H 2.29604 1.06220 -1.32249
H -1.41334 -2.85493 -1.90240
H 0.54199 1.46171 1.17991
H 1.82378 0.09355 1.39133
H 0.82865 1.98254 -2.25074
H -0.21245 2.39539 -1.12192
*
```

Record 2
Molecular formula: C9H9BClCoF4O9
Method: DFT, wB97M-V/def2-TZVPD

Calculated values
Gap between HOMO and LUMO (spin up / spin down) ... 7.131 / 7.346 eV
⟨S²⟩ ... 0.755
E_HOMO (spin up / spin down) ... -4.5529 / -4.5426 eV

Geometry as ORCA input:
```
! RIJCOSX wB97M-V def2-TZVPD def2/J DEFGRID3
* xyz -1 2
Co 0.07696 -0.92905 1.88463
O -1.13279 -4.00328 3.38454
Cl -1.54783 -2.75796 2.84817
O -2.95697 -2.65757 2.75924
O -0.97098 -1.63069 3.60117
O -0.92939 -2.56612 1.49060
C -2.29840 4.25595 -1.46054
O -1.72240 3.42738 -2.44973
C -1.16550 2.22883 -2.05290
C -0.30731 1.68289 -2.94871
C 0.27036 0.37025 -2.78784
C 0.52734 -0.13984 -1.58634
C 1.49676 -2.10735 -0.48387
C 2.03274 -3.44705 -0.89338
O 1.56432 -1.70781 0.66106
C -0.90659 0.78261 -0.04917
O -1.26731 0.18027 0.99888
C -1.61792 1.65960 -0.81338
H -2.42431 5.23332 -1.92399
H -1.65226 4.34637 -0.58519
H -3.27826 3.89223 -1.14029
H -0.11555 2.23382 -3.86015
H 0.48337 -0.24421 -3.65353
H 1.25808 -4.00274 -1.42006
H 2.35536 -3.98787 -0.00986
H 2.87060 -3.30848 -1.57700
H -2.60354 1.90405 -0.44676
O 0.44485 0.53782 -0.42591
O 0.97736 -1.47446 -1.52764
F 1.08284 0.46592 2.63843
B 2.59907 0.45044 2.90475
F 3.21260 0.68942 1.70109
F 2.79731 1.44278 3.83119
F 2.84739 -0.81947 3.39248
*
```

Record 3
Molecular formula: C4H14N2O3
Method: DFT, wB97M-V/def2-TZVPD

Calculated values
Gap between HOMO and LUMO ... 10.058 eV
SMILES ... CN[C@H](C)C(N)=O.O.O
E_HOMO ... -9.4683 eV

Geometry as ORCA input:
```
! RIJCOSX wB97M-V def2-TZVPD def2/J DEFGRID3
* xyz 0 1
C -1.23125 0.77846 -2.08558
N -1.58178 -0.19630 -0.96196
C -0.78182 0.02280 0.31036
C -0.45880 1.53141 0.68812
C 0.64743 -0.66112 0.25121
N 0.67902 -1.87367 -0.38826
O 1.69950 -0.28803 0.69285
H -0.11651 0.81194 -2.16396
H -1.67210 0.50090 -3.02713
H -1.36714 1.85817 -1.78175
H -2.61027 0.06080 -0.73067
H -1.29319 -0.56970 1.26462
H 0.37295 1.77961 0.21250
H -0.26742 1.57932 1.67314
H -1.39447 2.14574 0.41101
H 1.51046 -2.41392 -0.42826
H -0.05561 -1.99018 -1.12551
O -1.15767 -1.90499 3.45046
H -0.16356 -1.93217 3.20752
H -0.99490 -1.26084 4.07434
O 3.52515 1.01490 -1.34707
H 3.36474 0.83864 -0.33191
H 3.34725 0.16823 -1.86407
*
```

Record 4
Molecular formula: C6H17N2
Method: DFT, wB97M-V/def2-TZVPD

Calculated values
Gap between HOMO and LUMO ... 6.499 eV
E_HOMO ... -14.1401 eV

Geometry as ORCA input:
```
! RIJCOSX wB97M-V def2-TZVPD def2/J DEFGRID3
* xyz 1 1
C -0.77083 1.74540 -0.12562
N -0.10694 0.57542 -0.19719
C 1.03559 0.36230 0.50790
C 1.82472 -0.93354 0.06586
C 0.83274 -2.05774 -0.33498
C 2.89288 -1.31495 1.12262
C -2.22408 1.44083 0.43263
N -3.00990 0.69776 -0.48591
H -0.26008 2.52343 0.45419
H -0.88257 2.12377 -1.15372
H -2.75675 -0.28249 -0.44695
H 0.81257 0.29964 1.58940
H 1.69146 1.24638 0.42726
H 2.30326 -0.58378 -0.84866
H 0.39622 -2.66765 0.45329
H 0.04445 -1.41333 -0.71878
H 1.24198 -2.64418 -1.15717
H 2.66747 -2.28724 1.54485
H 2.95391 -0.55065 1.89256
H 3.85557 -1.39982 0.62419
H -2.62986 2.43764 0.61781
H -2.10612 1.00419 1.43193
H -0.77585 -0.99584 -4.75559
H -4.00694 0.80400 -0.35819
H -1.46700 -1.20911 -4.59663
*
```

Record 5
Molecular formula: CH6N4O2
Method: DFT, wB97M-V/def2-TZVPD

Calculated values
Gap between HOMO and LUMO ... 9.228 eV
SMILES ... NN/C(=N\O)NO
E_HOMO ... -8.3932 eV

Geometry as ORCA input:
```
! RIJCOSX wB97M-V def2-TZVPD def2/J DEFGRID3
* xyz 0 1
N -1.64173 -1.10880 -0.17960
N -1.03284 0.08276 -0.35015
C 0.33447 0.36541 0.05509
N 0.89574 1.44359 0.34755
O 0.27156 2.57575 -0.01827
N 0.93789 -0.87057 0.48507
O 2.24523 -1.22323 -0.00048
H -2.33739 -1.51613 -0.97809
H -2.35714 -1.03981 0.60950
H -1.60016 0.94319 -0.66608
H 1.07709 3.19346 -0.40040
H 0.38338 -1.68910 0.25383
H 2.82390 -1.15652 0.84203
*
```

Record 6
Molecular formula: C5H4O
Method: DFT, wB97M-V/def2-TZVPD

Calculated values
Gap between HOMO and LUMO (spin up / spin down) ... 7.689 / 7.378 eV
⟨S²⟩ ... 2.031
E_HOMO (spin up / spin down) ... -6.7316 / -9.1816 eV

Geometry as ORCA input:
```
! RIJCOSX wB97M-V def2-TZVPD def2/J DEFGRID3
* xyz 0 3
C 0.73785 0.88691 -1.07690
C 1.55872 1.72931 -2.17056
C 0.09279 0.12399 -0.05264
C -0.45930 -0.54345 0.90732
C -1.34916 -1.58222 1.55432
O -0.54245 -0.61383 2.26817
H 1.61087 1.28987 -3.19024
H 1.69169 2.75587 -1.72173
H -2.45985 -1.48100 1.84176
H -0.88116 -2.56545 1.64051
*
```

Record 7
Molecular formula: C3H8NO3S
Method: DFT, wB97M-V/def2-TZVPD

Calculated values
Gap between HOMO and LUMO ... 7.566 eV
E_HOMO ... -3.5475 eV

Geometry as ORCA input:
```
! RIJCOSX wB97M-V def2-TZVPD def2/J DEFGRID3
* xyz -1 1
C -1.49490 1.51411 -0.73385
C 1.92765 -1.62056 0.00384
C -0.14605 1.35350 -0.25670
N 0.11126 -0.08408 -0.23247
O -1.24195 -0.18525 2.02464
O -0.80954 -2.41285 0.94822
O 1.55688 -0.32428 0.30807
S -1.19662 -0.99355 0.74126
H -2.25169 0.95747 -0.14362
H -1.56588 2.59767 -0.70092
H -1.50090 1.30380 -1.78321
H 2.47332 -2.03295 0.83775
H 2.57045 -1.60970 -0.86878
H 1.00374 -2.14290 0.00003
H 0.65278 1.85103 -0.88061
H -0.08854 1.82856 0.73636
*
```

Record 8
Molecular formula: C38H23Br2CdF5N6O3S2
Method: DFT, wB97M-V/def2-TZVPD

Calculated values
Gap between HOMO and LUMO ... 5.945 eV
E_HOMO ... -2.1283 eV

Geometry as ORCA input:
```
! RIJCOSX wB97M-V def2-TZVPD def2/J DEFGRID3
* xyz -2 1
Cd -0.12998 -0.13009 0.14731
O 1.71694 3.78617 -1.13497
C 2.10632 3.49285 -2.38688
C 2.63431 4.50408 -3.18834
C 3.04197 4.22879 -4.48556
C 2.92019 2.94852 -5.00899
C 2.38859 1.94419 -4.20610
C 1.99416 2.19121 -2.90110
C 1.47462 1.06567 -2.02559
O 0.58892 1.48610 -1.08402
N 2.69071 0.44904 -1.37819
N 2.55460 -0.13808 -0.20694
C 3.46698 -0.94331 0.20572
C 3.38951 -1.59534 1.50240
Br 2.02363 -0.96687 2.66078
C 4.20162 -2.55078 1.96765
C 5.28490 -3.21968 1.22344
C 6.46940 -3.54038 1.89360
C 7.51201 -4.18043 1.24160
C 7.38796 -4.52327 -0.09923
C 6.20754 -4.23126 -0.76957
C 5.16182 -3.59361 -0.11691
H 1.21680 2.97722 -0.81609
H 2.70673 5.50261 -2.77298
H 3.44561 5.02883 -5.09725
H 3.21973 2.73661 -6.02814
H 2.26776 0.93820 -4.59934
H 1.04856 0.28869 -2.68230
H 3.35208 0.02198 -2.01813
H 4.33626 -1.16249 -0.41069
H 4.07548 -2.85996 2.99892
H 6.56917 -3.27329 2.94018
H 8.42366 -4.41042 1.78069
H 8.20074 -5.02262 -0.61335
H 6.08505 -4.50775 -1.81044
H 4.23968 -3.40558 -0.65688
F -3.54822 3.29542 -4.97755
C -3.66624 2.66511 -3.79488
C -2.74013 1.72170 -3.39905
F -1.70895 1.43023 -4.20255
C -2.88957 1.08174 -2.18473
F -1.95497 0.17795 -1.87097
C -3.93172 1.33129 -1.28530
S -4.05998 0.52851 0.24414
C -4.84345 2.29307 -1.73927
F -5.89998 2.62738 -0.98397
C -4.72272 2.94436 -2.95058
F -5.63557 3.86094 -3.32447
Br -8.40121 -2.61790 0.02310
C -7.44154 -2.32688 1.63910
C -7.46802 -3.30531 2.61993
C -6.77181 -3.08732 3.79786
C -6.02106 -1.92923 3.98010
C -6.02220 -0.95227 2.98667
C -6.73699 -1.14818 1.81189
N -5.44011 -1.77510 5.28518
N -4.33407 -1.22401 5.49976
C -3.38466 -0.82968 4.53305
C -2.68636 0.31289 4.90583
C -1.75284 0.94520 4.10306
C -1.40833 0.42054 2.84669
O -0.56840 0.96707 2.07214
C -2.02898 -0.86506 2.50066
N -1.58546 -1.43529 1.36190
C -2.01669 -2.61377 0.98786
C -2.92316 -3.33882 1.77040
C -3.39541 -2.78363 2.92766
C -2.98712 -1.48830 3.32344
H -8.03471 -4.21471 2.47083
H -6.80317 -3.81334 4.60171
H -5.45001 -0.03965 3.09845
H -6.68889 -0.39686 1.03145
H -2.93712 0.73108 5.87486
H -1.27051 1.86167 4.41813
H -1.61987 -2.99834 0.05583
H -3.23581 -4.32591 1.45563
H -4.07587 -3.34482 3.54836
S 2.35643 -2.84222 -2.93533
C 1.21680 -2.33131 -1.86722
N 0.40448 -1.96590 -1.11109
*
```